Density functional theory data (the ωB97M-V functional and the def2-TZVPD basis) for a molecular structure, C28H22Cl3N3O4Ti.

LUMO level (spin up / spin down)   -3.87 / -3.89 eV
Charge   +1
Expectation value of S²   0.77
Spin multiplicity   2
Relative energy (zero: lowest compared OMol25 entry of this formula, charge and spin)   15.7 kcal per mole
Electronic energy   -102730.3151 eV
Frontier orbital gap (spin up / spin down)   5.93 / 7.21 eV

Each line ends with the Mulliken charge.
Element x y z (Å)
C: 2.61490 2.84146 -0.99536  -0.21
N: -0.38077 -1.29615 1.76032  0.39
C: -2.23683 1.35139 0.89153  0.21
H: -0.35500 -3.74514 -3.89583  0.48
H: 3.57914 0.90108 2.20817  0.44
C: -1.01212 -2.19392 -0.43164  1.29
C: -4.27697 0.16461 0.39833  -1.01
H: -2.07227 2.16351 2.86958  0.46
H: 4.40408 3.95323 -0.60614  0.47
C: -3.03888 0.64681 -0.00356  -0.12
O: 0.62850 1.96941 -3.21130  -0.59
C: -4.72259 0.38611 1.69377  -0.58
C: 3.01878 4.08825 1.03320  -0.63
O: 0.46789 -0.40581 -1.01509  -0.37
H: -2.05493 -4.75973 -2.40083  0.47
N: -0.27105 2.53600 1.29822  -1.05
C: 3.77703 -1.11666 1.47802  -0.91
H: -0.75273 -1.04058 2.66857  0.48
C: 0.14000 -2.16916 -2.55281  -0.49
H: -2.72944 0.48715 -1.03338  0.52
C: -2.68782 1.59627 2.18784  -0.44
Cl: -2.79121 3.32647 -4.41463  -0.10
Cl: -0.14453 4.48073 -4.56535  -0.09
C: -1.74365 -3.31582 -0.85585  -0.92
O: 1.01962 -3.48125 0.91048  -0.29
C: -1.21775 3.44416 -3.67519  0.80
O: -1.36814 1.15774 -2.92005  -0.60
N: -0.95475 1.76617 0.45568  1.69
Cl: -1.36731 4.00947 -1.95059  -0.10
H: -2.24556 -1.91164 1.32708  0.50
H: 2.93687 2.52569 -1.97999  0.55
H: 4.85496 -1.07245 1.39943  0.43
C: -0.54674 -3.31096 -2.92327  -0.65
H: 3.70920 -3.14200 0.79455  0.49
C: 1.72326 -4.70924 0.73045  -1.12
C: -0.10159 -1.58616 -1.31263  0.43
H: 1.10699 0.74888 2.36898  0.57
H: -4.27688 1.30244 3.58109  0.42
C: -3.92618 1.10821 2.57582  -0.64
Ti: -0.12690 1.30686 -1.28353  -0.76
C: 3.13135 -2.29377 1.13011  -0.55
H: 0.84565 -1.69588 -3.22195  0.58
C: -0.60098 2.06658 -3.38571  0.33
C: 0.95698 2.88790 0.76048  -0.18
H: -2.47303 -3.75304 -0.18518  0.46
H: 0.96280 -5.48222 0.67811  0.26
C: 1.69254 -0.08846 2.01645  -0.34
C: 1.74423 -2.38296 1.21533  0.51
C: 1.37642 2.44102 -0.50639  1.27
H: 3.66122 4.73347 1.61767  0.41
C: -1.24699 -1.77392 0.92481  -0.91
H: 2.29203 -4.69568 -0.20090  0.41
H: -4.89387 -0.36970 -0.31211  0.46
C: 1.04496 -1.25022 1.63907  0.31
H: -5.69003 0.02008 2.00877  0.44
C: 3.07055 -0.01158 1.93164  -0.84
C: 1.78636 3.72035 1.52894  -0.38
H: 1.43879 4.05886 2.49633  0.49
H: 2.38870 -4.89972 1.57346  0.43
C: -1.50473 -3.88464 -2.08734  -0.85
C: 3.43841 3.64810 -0.22566  -0.71

Density functional theory data (the ωB97M-V functional and the def2-TZVPD basis) for a molecular structure, C28H22CrN4S3.

LUMO level (spin up / spin down)   2.77 / 2.78 eV
Charge   -1
Expectation value of S²   0.78
Spin multiplicity   2
Relative energy (zero: lowest compared OMol25 entry of this formula, charge and spin)   0.0 kcal per mole
Electronic energy   -96279.0539 eV
Frontier orbital gap (spin up / spin down)   6.74 / 6.79 eV

Each line ends with the Mulliken charge.
Element x y z (Å)
C: -3.86874 3.69754 1.23812  -0.35
C: -1.13892 0.40439 1.62756  1.53
C: -0.06631 0.31326 0.85632  0.28
H: 3.36160 -5.59535 -1.71072  0.35
C: -2.22640 -0.46306 3.71474  -0.35
C: 2.98412 -4.57823 -1.68563  -0.02
C: 3.33936 -2.23257 -1.79356  -0.47
C: -2.07442 1.55889 1.50057  -0.10
H: -3.78270 0.30927 1.16298  0.49
C: -2.52403 3.93571 1.48094  -0.87
N: 0.66896 1.00991 -0.10639  -0.22
S: -0.47193 -2.52254 -1.31894  -0.39
H: -3.14629 -1.28078 5.47012  0.37
H: 3.38704 0.82905 2.98167  0.32
H: 1.85681 4.09809 0.81686  0.33
C: -1.41218 -3.04897 3.16523  -0.79
C: -3.43158 1.33072 1.25855  -0.09
C: 2.38939 2.42439 1.94527  -0.24
C: -2.16571 -2.79643 4.30620  -0.37
C: -2.56559 -1.49521 4.57936  -0.70
C: -4.31995 2.38643 1.12731  -0.80
H: -0.51013 -2.23300 1.39525  0.10
H: 3.96389 -1.35434 -1.89531  0.47
S: 0.84812 1.22158 -6.24760  -0.10
H: -1.10094 -4.05977 2.92753  0.41
H: 2.79171 3.09018 2.70060  0.39
C: 0.82439 0.90197 -4.49552  0.31
S: 0.52435 -0.70008 -3.87492  -0.32
C: 1.64061 -4.34573 -1.53271  -0.86
H: 4.93444 -3.64482 -1.93495  0.39
H: -1.49475 0.66305 -6.42004  0.27
H: 2.68693 -1.05638 1.87306  0.41
C: 1.81257 3.01386 0.88146  -1.10
H: 0.92482 -5.15000 -1.42663  0.41
C: -0.56462 0.23476 -6.79063  -0.81
H: -2.53838 0.54909 3.94155  0.46
H: -0.59146 3.06255 1.82581  0.43
H: -2.16054 4.95269 1.57334  0.39
C: 1.15833 -3.01525 -1.51195  0.48
C: 3.87000 -3.49844 -1.81591  -0.89
C: -1.06919 -2.01740 2.30220  0.05
C: 1.24977 -0.21197 0.48190  0.43
H: -5.36694 2.18852 0.92781  0.38
N: 1.12767 1.55653 -2.41201  0.76
C: 1.36244 2.58662 -1.56194  -0.82
C: 2.68869 1.00043 2.16691  -0.31
H: 1.72505 3.52576 -1.96635  0.41
N: 1.06790 1.91672 -3.75362  -1.12
C: 1.22347 2.32834 -0.23554  0.09
H: -4.56068 4.52510 1.13713  0.38
H: -2.44306 -3.60501 4.97153  0.37
H: -0.46160 -0.79023 -6.44214  0.28
C: -1.63580 2.87376 1.61634  0.01
Cr: 0.99688 -0.23400 -1.57056  -0.05
N: 2.02771 -2.00283 -1.65446  0.28
H: -0.55561 0.25884 -7.88124  0.31
C: -1.47953 -0.70799 2.55805  0.07
C: 2.29096 -0.10764 1.52698  -1.28